[1]
Below is C67H53Cl4N9O5S2W as an isolated structure, with properties calculated with the ωB97M-V functional and the def2-TZVPD basis.

Atoms and positions in Å:
W  0.232  -0.337  0.075
Cl  -6.573  -4.265  -5.743
C  -5.318  -3.444  -4.868
C  -5.503  -3.146  -3.528
C  -4.496  -2.494  -2.833
C  -3.299  -2.152  -3.462
C  -3.140  -2.455  -4.811
C  -4.147  -3.094  -5.519
C  -2.230  -1.492  -2.669
C  -2.525  -0.323  -2.002
C  -3.735  0.412  -2.006
C  -3.703  1.236  -0.906
C  -2.475  0.977  -0.275
C  -1.847  1.394  1.014
C  -2.811  1.646  2.143
C  -2.564  2.595  3.124
C  -3.405  2.717  4.221
C  -4.486  1.862  4.341
Cl  -5.566  2.028  5.690
C  -4.724  0.876  3.395
C  -3.881  0.768  2.303
C  -0.881  2.435  0.558
N  0.134  1.882  -0.120
C  0.973  2.919  -0.460
C  2.205  2.692  -1.037
C  3.055  3.860  -1.399
C  3.094  4.278  -2.726
C  3.889  5.347  -3.109
C  4.659  5.993  -2.154
Cl  5.667  7.325  -2.628
C  4.647  5.581  -0.833
C  3.839  4.517  -0.458
C  2.678  1.426  -1.346
C  4.006  1.189  -1.803
C  4.097  -0.132  -2.091
C  2.811  -0.694  -1.845
N  1.954  0.241  -1.334
C  2.458  -2.022  -2.165
C  1.129  -2.432  -2.197
C  0.660  -3.562  -2.933
C  -0.668  -3.377  -3.114
C  -1.011  -2.141  -2.486
N  0.079  -1.615  -1.821
C  3.465  -2.942  -2.767
C  3.714  -4.185  -2.188
C  4.555  -5.103  -2.800
C  5.145  -4.779  -4.010
Cl  6.144  -5.946  -4.819
C  4.928  -3.543  -4.595
C  4.093  -2.628  -3.971
C  0.410  4.139  -0.030
C  -0.776  3.831  0.606
N  -1.722  0.121  -0.963
H  -6.427  -3.421  -3.035
H  -4.611  -2.269  -1.779
H  -2.222  -2.182  -5.318
H  -4.027  -3.319  -6.570
H  -4.530  0.316  -2.729
H  -4.463  1.924  -0.568
H  -1.703  3.246  3.040
H  -3.211  3.451  4.991
H  -5.555  0.196  3.528
H  -4.046  -0.007  1.564
H  2.494  3.759  -3.464
H  3.913  5.676  -4.139
H  5.266  6.085  -0.103
H  3.829  4.179  0.572
H  4.780  1.936  -1.875
H  4.957  -0.674  -2.448
H  1.274  -4.364  -3.310
H  -1.353  -4.014  -3.649
H  3.244  -4.421  -1.241
H  4.738  -6.068  -2.346
H  5.396  -3.307  -5.542
H  3.904  -1.671  -4.442
H  0.853  5.114  -0.169
H  -1.480  4.508  1.065
C  5.754  -0.888  3.404
C  4.989  -2.203  3.529
N  4.321  -2.594  2.284
C  4.986  -3.537  1.392
C  5.789  -2.862  0.281
C  3.146  -1.992  1.968
S  2.382  -2.440  0.462
N  2.660  -1.148  2.852
C  1.590  -0.301  2.587
O  1.582  0.216  1.312
C  1.496  0.758  3.673
C  1.014  2.020  3.355
C  0.981  3.022  4.314
C  1.436  2.766  5.600
C  1.915  1.503  5.919
C  1.950  0.501  4.961
H  6.181  -0.608  4.370
H  5.074  -0.097  3.087
H  6.564  -0.971  2.678
H  4.219  -2.098  4.290
H  5.666  -3.009  3.810
H  4.226  -4.183  0.953
H  5.644  -4.150  2.007
H  5.134  -2.224  -0.313
H  6.217  -3.619  -0.379
H  6.596  -2.256  0.694
H  0.676  2.210  2.347
H  0.623  4.009  4.044
H  1.411  3.548  6.348
H  2.282  1.301  6.918
H  2.325  -0.484  5.203
O  0.111  -1.786  1.497
N  0.310  -1.208  2.629
O  -0.096  -1.734  3.601
O  -1.032  0.291  1.381
C  -6.634  -4.677  3.710
C  -5.567  -4.045  2.819
C  -4.614  -5.100  2.262
N  -3.741  -4.548  1.222
C  -2.717  -3.693  1.438
S  -2.453  -2.451  0.345
N  -1.932  -3.891  2.546
C  -1.517  -5.088  3.153
O  -0.999  -5.050  4.242
C  -1.687  -6.373  2.404
C  -2.091  -7.495  3.119
C  -2.248  -8.711  2.473
C  -1.967  -8.814  1.116
C  -1.523  -7.703  0.412
C  -1.384  -6.481  1.052
H  -7.251  -3.912  4.181
H  -6.172  -5.276  4.498
H  -7.287  -5.329  3.126
H  -4.987  -3.314  3.389
H  -6.039  -3.513  1.989
H  -5.178  -5.915  1.804
H  -4.016  -5.520  3.066
H  -4.208  -4.333  0.355
H  -1.449  -3.092  2.931
H  -2.285  -7.399  4.180
H  -2.585  -9.577  3.028
H  -2.089  -9.763  0.609
H  -1.284  -7.787  -0.641
H  -1.024  -5.618  0.501

Output
Highest occupied orbital energy = -6.68 eV
Molar mass = 1454.01 g/mol
Kohn-Sham gap = 0.184 Eh
2S+1 = 1
Electronic energy = -6158.2018 Ha

[2]
Below is C67H62NO6P2PdSi as an isolated structure, with properties calculated with the ωB97M-V functional and the def2-TZVPD basis.

Atoms and positions in Å:
C  0.452  -0.689  7.375
C  1.820  -0.799  7.132
C  2.443  0.052  6.214
C  1.669  1.004  5.577
O  2.330  1.813  4.567
P  2.906  0.933  3.306
O  3.790  2.014  2.416
C  4.085  3.286  2.882
C  5.420  3.602  3.054
C  5.718  4.802  3.703
C  4.700  5.637  4.160
C  3.366  5.288  3.948
C  3.043  4.089  3.309
O  4.021  -0.102  3.980
C  5.276  -0.343  3.369
C  6.331  -0.802  4.136
C  7.593  -0.886  3.526
C  7.769  -0.524  2.194
C  6.677  -0.103  1.439
C  5.412  -0.020  2.032
Pd  1.111  0.633  2.098
P  -0.966  0.666  2.762
O  -1.577  -0.322  3.951
C  -2.829  -0.162  4.597
C  -3.510  -1.265  5.066
C  -4.771  -1.052  5.636
C  -5.305  0.231  5.732
C  -4.588  1.321  5.257
C  -3.335  1.117  4.694
O  -1.422  2.237  3.089
C  -2.266  2.968  2.201
C  -3.291  3.725  2.734
C  -4.200  4.311  1.843
C  -4.053  4.140  0.468
C  -2.990  3.387  -0.033
C  -2.081  2.789  0.845
O  -1.955  0.197  1.495
C  -2.864  -0.862  1.569
C  -4.195  -0.526  1.419
C  -5.142  -1.529  1.628
C  -4.751  -2.820  1.966
C  -3.397  -3.116  2.121
C  -2.431  -2.126  1.935
C  1.238  -1.325  1.138
C  2.093  -2.360  1.725
C  1.563  -3.184  2.735
C  2.328  -4.219  3.263
C  3.632  -4.434  2.804
C  4.189  -3.570  1.858
C  3.424  -2.540  1.311
C  1.698  -0.313  0.262
C  0.784  0.688  -0.137
C  0.310  1.129  5.783
C  -0.303  0.269  6.706
H  -0.039  -1.365  8.081
H  2.411  -1.546  7.662
H  3.502  -0.043  6.030
H  6.201  2.929  2.711
H  6.760  5.071  3.864
H  4.946  6.558  4.698
H  2.566  5.938  4.302
H  2.005  3.809  3.165
H  6.190  -1.076  5.175
H  8.442  -1.234  4.110
H  8.761  -0.571  1.732
H  6.790  0.161  0.387
H  4.576  0.318  1.429
H  -3.092  -2.260  4.977
H  -5.332  -1.903  6.016
H  -6.285  0.393  6.191
H  -4.972  2.336  5.339
H  -2.790  1.979  4.371
H  -3.396  3.870  3.804
H  -5.019  4.907  2.240
H  -4.765  4.603  -0.223
H  -2.854  3.266  -1.109
H  -1.248  2.217  0.447
H  -4.478  0.490  1.157
H  -6.197  -1.284  1.525
H  -5.501  -3.604  2.113
H  -3.083  -4.125  2.394
H  -1.379  -2.368  2.070
H  0.162  -1.465  1.289
H  0.554  -2.995  3.113
H  1.912  -4.861  4.038
H  4.218  -5.265  3.191
H  5.226  -3.699  1.537
H  3.865  -1.879  0.563
H  2.738  -0.247  -0.016
H  -0.288  0.506  -0.053
H  1.120  1.539  -0.726
H  -0.268  1.864  5.228
H  -1.371  0.359  6.885
C  2.851  -1.496  -7.742
C  1.796  -1.295  -8.637
C  0.503  -1.047  -8.155
C  0.260  -0.995  -6.776
Si  -1.435  -0.739  -6.101
C  -2.617  -0.479  -7.492
C  -3.705  -1.353  -7.662
C  -4.609  -1.163  -8.714
C  -4.438  -0.102  -9.608
C  -3.359  0.774  -9.447
C  -2.451  0.586  -8.394
C  -1.921  -2.250  -5.175
C  -1.424  -3.503  -5.564
C  -1.813  -4.658  -4.873
C  -2.693  -4.565  -3.788
C  -3.181  -3.316  -3.393
C  -2.798  -2.157  -4.086
C  -1.421  0.727  -4.924
C  -0.973  2.034  -5.624
C  -0.161  2.781  -4.554
C  0.284  1.707  -3.555
N  -0.537  0.510  -3.801
C  1.326  -1.174  -5.881
C  2.618  -1.432  -6.364
H  3.854  -1.696  -8.119
H  1.972  -1.328  -9.712
H  -0.325  -0.896  -8.851
H  -3.831  -2.183  -6.965
H  -5.449  -1.848  -8.833
H  -5.143  0.044  -10.426
H  -3.218  1.605  -10.140
H  -1.602  1.266  -8.278
H  -0.736  -3.571  -6.411
H  -1.428  -5.629  -5.184
H  -2.995  -5.464  -3.252
H  -3.866  -3.235  -2.547
H  -3.185  -1.181  -3.784
H  -2.478  0.830  -4.590
H  -0.336  1.786  -6.485
H  -1.830  2.606  -5.993
H  0.677  3.332  -4.977
H  -0.812  3.497  -4.038
H  1.348  1.451  -3.698
H  0.181  2.046  -2.514
H  -1.035  0.199  -2.972
H  1.136  -1.099  -4.806
H  3.439  -1.579  -5.661

Output
Highest occupied orbital energy = -9.77 eV
Molar mass = 1173.69 g/mol
Kohn-Sham gap = 0.192 Eh
2S+1 = 1
Total charge = +1
Electronic energy = -4196.4493 Ha
Relative energy (zero: lowest compared OMol25 entry of this formula, charge and spin) = 1.083 eV

[3]
Below is C67H63CsNOP3Si as an isolated structure, with properties calculated with the ωB97M-V functional and the def2-TZVPD basis.

Atoms and positions in Å:
Cs  -0.367  0.485  0.152
C  -2.636  -5.236  -3.344
C  -2.182  -5.610  -2.085
C  -1.315  -4.789  -1.384
C  -0.867  -3.579  -1.926
C  -1.404  -3.184  -3.145
C  -2.263  -4.010  -3.863
P  0.312  -2.447  -0.970
C  -0.835  -2.580  0.467
C  -0.601  -3.317  1.620
C  -1.622  -3.516  2.537
C  -2.867  -2.936  2.338
C  -3.096  -2.163  1.207
C  -2.089  -2.007  0.269
C  1.663  -3.671  -0.670
C  1.747  -4.987  -1.118
C  2.898  -5.728  -0.882
C  3.988  -5.147  -0.253
C  3.920  -3.822  0.156
C  2.768  -3.068  -0.050
Si  2.231  -1.343  0.540
C  3.555  -0.813  1.830
C  4.934  -0.953  1.674
C  5.818  -0.577  2.675
C  5.333  -0.014  3.849
C  3.971  0.198  4.004
C  3.085  -0.205  3.003
P  1.278  0.100  3.049
C  0.634  -1.025  4.344
C  -0.750  -1.099  4.456
C  -1.343  -1.834  5.473
C  -0.551  -2.525  6.375
C  0.832  -2.451  6.275
C  1.422  -1.693  5.276
C  1.316  1.629  4.103
C  1.071  1.708  5.471
C  1.243  2.910  6.146
C  1.651  4.047  5.466
C  1.855  3.993  4.094
C  1.681  2.794  3.423
C  2.785  -0.088  -0.814
C  3.271  1.153  -0.364
C  3.583  2.192  -1.222
C  3.415  2.029  -2.591
C  2.925  0.831  -3.069
C  2.598  -0.224  -2.206
P  2.016  -1.760  -3.035
C  0.846  -1.050  -4.250
C  0.583  -1.752  -5.429
C  -0.428  -1.350  -6.286
C  -1.210  -0.247  -5.969
C  -0.967  0.454  -4.798
C  0.052  0.054  -3.943
C  3.512  -2.023  -4.113
C  3.737  -1.516  -5.391
C  4.931  -1.771  -6.051
C  5.915  -2.539  -5.447
C  5.703  -3.051  -4.176
C  4.510  -2.796  -3.517
H  -3.296  -5.889  -3.902
H  -2.520  -6.537  -1.638
H  -0.994  -5.082  -0.393
H  -1.165  -2.206  -3.530
H  -2.645  -3.679  -4.821
H  0.381  -3.740  1.790
H  -1.453  -4.132  3.411
H  -3.662  -3.099  3.055
H  -4.076  -1.733  1.033
H  -2.287  -1.500  -0.675
H  0.939  -5.461  -1.652
H  2.942  -6.763  -1.202
H  4.895  -5.721  -0.102
H  4.791  -3.376  0.621
H  5.328  -1.331  0.736
H  6.884  -0.717  2.541
H  6.019  0.276  4.635
H  3.610  0.679  4.905
H  -1.366  -0.569  3.736
H  -2.423  -1.882  5.555
H  -1.010  -3.120  7.155
H  1.454  -2.984  6.985
H  2.499  -1.624  5.217
H  0.760  0.828  6.020
H  1.066  2.956  7.214
H  1.815  4.973  6.004
H  2.156  4.881  3.552
H  1.855  2.735  2.351
H  3.440  1.287  0.698
H  3.988  3.119  -0.834
H  3.679  2.825  -3.278
H  2.794  0.707  -4.135
H  1.161  -2.641  -5.653
H  -0.622  -1.907  -7.194
H  -2.015  0.060  -6.624
H  -1.581  1.311  -4.549
H  0.230  0.602  -3.022
H  2.984  -0.916  -5.886
H  5.095  -1.364  -7.041
H  6.840  -2.746  -5.970
H  6.468  -3.650  -3.698
H  4.340  -3.198  -2.523
C  -0.145  4.185  -3.601
C  -0.074  4.561  -2.124
C  -0.174  6.084  -1.958
C  -1.131  3.894  -1.266
C  -0.949  3.849  0.116
C  -1.903  3.292  0.953
C  -3.073  2.742  0.433
C  -4.129  2.152  1.330
C  -3.256  2.786  -0.945
C  -2.305  3.357  -1.781
H  0.689  4.643  -4.133
H  -1.066  4.552  -4.058
H  -0.085  3.104  -3.740
H  0.904  4.244  -1.746
H  -1.144  6.440  -2.311
H  0.608  6.584  -2.533
H  -0.065  6.370  -0.912
H  -0.054  4.287  0.547
H  -1.746  3.310  2.027
H  -4.759  2.941  1.747
H  -3.681  1.612  2.166
H  -4.773  1.470  0.777
H  -4.170  2.388  -1.372
H  -2.507  3.396  -2.844
C  4.594  -5.862  3.243
N  3.341  -5.145  3.263
C  2.123  -5.925  3.166
C  3.279  -3.804  3.144
O  2.249  -3.166  3.019
H  4.642  -6.508  2.363
H  4.697  -6.485  4.135
H  5.421  -5.154  3.203
H  2.215  -6.815  3.788
H  1.925  -6.220  2.131
H  1.292  -5.319  3.522
H  4.268  -3.317  3.204

Output
Highest occupied orbital energy = -5.65 eV
Molar mass = 1152.16 g/mol
Kohn-Sham gap = 0.214 Eh
2S+1 = 1
Electronic energy = -4054.6081 Ha
Relative energy (zero: lowest compared OMol25 entry of this formula, charge and spin) = 0.000 eV